18
Properties=species:S:1:pos:R:3:nbo_charge:R:1 method="wB97M-V/def2-TZVPD" orbital_gap_ha="0.3009 / 0.3160" total_charge=0 e_above_lowest_kj_mol=586.1 homo_ev="-8.764 / -8.730" e_tot_ev=-12286.2337 lumo_ev="-0.577 / -0.132"
C 0.01 -1.65 1.26 -0.68
C -0.28 -0.98 -0.08 0.71
O -1.66 -0.93 -0.28 -0.74
O 0.43 -1.33 -1.08 -0.76
H -1.74 -0.53 -1.17 0.49
H -0.29 -2.69 1.20 0.25
H -0.55 -1.14 2.05 0.21
H 1.07 -1.60 1.47 0.21
N 0.08 0.76 0.00 0.09
N -0.03 0.79 -2.05 -0.69
N -0.80 1.48 0.79 -0.61
N 1.38 1.10 0.35 -0.68
H -1.68 1.55 0.29 0.39
H 1.99 0.51 -0.23 0.39
H 1.56 0.92 1.34 0.37
H 0.11 0.06 -2.76 0.35
H 0.87 1.27 -2.07 0.32
H -0.47 2.42 0.99 0.36